Record 1
{
  "formula": "C31H21F3IO5P",
  "method": "ωB97M-V/def2-TZVPD",
  "symbols": ["O", "C", "C", "C", "C", "C", "C", "C", "C", "O", "C", "C", "C", "C", "C", "C", "H", "H", "H", "H", "H", "H", "H", "H", "O", "C", "C", "C", "C", "C", "C", "C", "C", "O", "C", "C", "C", "C", "C", "C", "H", "H", "H", "H", "H", "H", "H", "H", "O", "C", "I", "C", "P", "C", "F", "F", "F", "H", "H", "H", "H", "H"],
  "xyz": [[3.70985, -4.32092, -6.52511], [3.78277, -4.37002, -5.31403], [4.40517, -5.53926, -4.63575], [4.92643, -6.57427, -5.40289], [5.54201, -7.64999, -4.78535], [5.64122, -7.69666, -3.39815], [5.10879, -6.67599, -2.62856], [4.48414, -5.59720, -3.24273], [3.90076, -4.51627, -2.40267], [3.92177, -4.59231, -1.19114], [3.29677, -3.33712, -3.08121], [2.77868, -2.30031, -2.31461], [2.24126, -1.18049, -2.93096], [2.22262, -1.09709, -4.32037], [2.72532, -2.13331, -5.08936], [3.25935, -3.25867, -4.47451], [4.85394, -6.53552, -6.48155], [5.95116, -8.45330, -5.38468], [6.13350, -8.53275, -2.91807], [5.18130, -6.71479, -1.54987], [2.79909, -2.36651, -1.23489], [1.83670, -0.36298, -2.32119], [1.81239, -0.22084, -4.80887], [2.70608, -2.06630, -6.16902], [-2.81134, 0.17876, 6.26243], [-2.73196, 1.17842, 5.57822], [-2.83745, 2.53079, 6.19217], [-3.00719, 2.64387, 7.56671], [-3.06873, 3.89601, 8.15503], [-2.95966, 5.04189, 7.37319], [-2.80703, 4.93490, 6.00108], [-2.75122, 3.68089, 5.40464], [-2.60486, 3.58034, 3.92779], [-2.58331, 4.57975, 3.23589], [-2.47914, 2.23065, 3.31762], [-2.30526, 2.12400, 1.94541], [-2.15677, 0.87525, 1.36189], [-2.17822, -0.26881, 2.15270], [-2.36208, -0.16692, 3.52194], [-2.51911, 1.08153, 4.10936], [-3.08677, 1.75304, 8.17527], [-3.19683, 3.98198, 9.22653], [-2.99599, 6.01950, 7.83670], [-2.72745, 5.82577, 5.39256], [-2.27116, 2.99997, 1.32398], [-2.02097, 0.79410, 0.29138], [-2.05406, -1.24310, 1.69735], [-2.38172, -1.05842, 4.13446], [0.06661, 2.49532, -0.08136], [-0.00185, 2.85257, -1.18285], [0.77365, 1.69673, -2.84101], [-0.68769, 4.19031, -1.54357], [-2.61709, 3.85971, -1.58011], [-4.48145, 3.30700, -1.53295], [-4.53094, 1.98743, -1.29828], [-5.21048, 3.88692, -0.58318], [-5.05136, 3.53300, -2.72669], [-0.41460, 4.96598, -0.82333], [-0.32378, 4.50293, -2.52775], [-2.28752, 2.47682, -1.65922], [-2.79054, 4.53253, -2.81155], [-2.76573, 4.61145, -0.38690]],
  "forces_ev_per_a": [[0.0, 0.0, 0.1], [0.0, 0.0, -0.4], [0.0, 0.0, 0.1], [0.1, -0.1, -0.1], [0.0, 0.0, 0.1], [0.0, 0.0, -0.1], [0.1, -0.2, 0.0], [0.0, 0.0, -0.1], [0.0, 0.0, 0.4], [0.0, 0.0, -0.1], [0.0, 0.0, -0.1], [-0.1, 0.1, 0.0], [0.1, -0.1, 0.3], [0.0, -0.1, 0.2], [-0.1, 0.2, -0.1], [0.0, 0.0, 0.1], [-0.1, 0.1, 0.0], [0.0, 0.0, 0.0], [0.0, 0.0, 0.0], [-0.1, 0.1, 0.0], [0.1, -0.1, 0.0], [0.5, -1.0, -0.3], [0.0, 0.0, 0.0], [0.0, -0.1, 0.0], [0.0, 0.1, 0.0], [0.0, -0.3, 0.2], [0.0, 0.1, -0.1], [0.0, 0.1, 0.2], [0.0, 0.0, -0.1], [0.0, -0.1, 0.0], [0.0, 0.1, 0.1], [0.0, -0.1, 0.1], [0.0, 0.3, -0.2], [0.0, -0.1, 0.0], [0.0, 0.0, 0.1], [0.0, -0.5, -0.2], [-0.1, 0.0, 0.2], [0.0, 0.1, -0.1], [0.0, -0.1, -0.1], [0.0, 0.1, -0.1], [0.0, -0.1, -0.1], [0.0, 0.0, 0.0], [0.0, 0.0, 0.0], [0.0, -0.1, -0.1], [0.0, 0.3, 0.1], [0.0, 0.0, 0.0], [0.0, 0.0, 0.0], [0.0, 0.1, 0.1], [0.4, -1.4, 1.9], [-0.7, 2.9, -1.3], [-0.6, 0.9, -0.1], [0.7, -0.7, -0.9], [0.9, -0.2, 0.1], [0.9, 0.1, -0.1], [-0.2, -0.5, 0.0], [-0.4, 0.5, 0.2], [-0.5, 0.0, -0.3], [0.0, -0.3, 0.2], [-0.2, 0.0, 0.1], [-0.4, 0.0, 0.0], [-0.1, 0.0, 0.2], [-0.2, -0.2, -0.1]],
  "total_charge": 0,
  "smiles": "O=C1c2ccccc2C(=O)c2ccccc21.O=C1c2ccccc2C(=O)c2ccccc21.O=C(I)C[PH3]C(F)(F)F",
  "gap_ev": 8.69,
  "spin_multiplicity": 1,
  "de_lowest_kcal_mol": 0.0,
  "mol_weight_g_mol": 688.38
}

=====

Record 2
{
  "formula": "C56H84O28",
  "method": "ωB97M-V/def2-TZVPD",
  "symbols": ["O", "C", "O", "C", "C", "C", "H", "H", "H", "H", "H", "H", "O", "C", "O", "C", "C", "C", "H", "H", "H", "H", "H", "H", "O", "C", "O", "C", "C", "C", "H", "H", "H", "H", "H", "H", "O", "C", "O", "C", "C", "C", "H", "H", "H", "H", "H", "H", "O", "C", "O", "C", "C", "C", "H", "H", "H", "H", "H", "H", "O", "C", "O", "C", "C", "C", "H", "H", "H", "H", "H", "H", "O", "C", "O", "C", "C", "C", "H", "H", "H", "H", "H", "H", "O", "C", "O", "C", "C", "C", "H", "H", "H", "H", "H", "H", "O", "C", "O", "C", "C", "C", "H", "H", "H", "H", "H", "H", "O", "C", "O", "C", "C", "C", "H", "H", "H", "H", "H", "H", "O", "C", "O", "C", "C", "C", "H", "H", "H", "H", "H", "H", "O", "C", "O", "C", "C", "C", "H", "H", "H", "H", "H", "H", "O", "C", "O", "C", "C", "C", "H", "H", "H", "H", "H", "H", "O", "C", "O", "C", "C", "C", "H", "H", "H", "H", "H", "H"],
  "xyz": [[3.69627, 3.67422, -5.81993], [3.21585, 2.75518, -5.18767], [3.66992, 2.37561, -3.95729], [2.85365, 1.26187, -3.38161], [1.55540, 1.30471, -4.27016], [2.10851, 1.87106, -5.59134], [2.67643, 1.52739, -2.35415], [3.44910, 0.34244, -3.49025], [0.90473, 1.98572, -3.66481], [1.07129, 0.31621, -4.39099], [1.41243, 2.38691, -6.23390], [2.56992, 1.08499, -6.22110], [-3.03312, -1.36439, -4.22987], [-4.01793, -0.73824, -4.55867], [-5.22329, -1.11360, -4.23624], [-6.23006, -0.41918, -5.01241], [-5.47985, 0.26886, -6.15400], [-4.09088, 0.34316, -5.54864], [-6.66598, 0.31430, -4.36434], [-6.94604, -1.13862, -5.32719], [-5.91482, 1.20199, -6.39150], [-5.44673, -0.30998, -7.06672], [-4.06083, 1.29083, -4.99672], [-3.27207, 0.37871, -6.28515], [2.11702, 4.45663, 4.30778], [2.73413, 4.14978, 3.34117], [2.39082, 3.05641, 2.58957], [3.16164, 2.99662, 1.36832], [4.35912, 3.95171, 1.62789], [3.88220, 4.89478, 2.69240], [2.55452, 3.31299, 0.56615], [3.46099, 1.95050, 1.23020], [4.61070, 4.36537, 0.67349], [5.22818, 3.39289, 1.92971], [3.51525, 5.87145, 2.40303], [4.59788, 5.05310, 3.50344], [0.25563, -4.36048, -1.01160], [0.04355, -3.99929, -2.13403], [0.45256, -2.72371, -2.51486], [0.14576, -2.51557, -3.84708], [-0.82652, -3.63466, -4.29075], [-0.50675, -4.70133, -3.32211], [1.11242, -2.55984, -4.37045], [-0.23521, -1.49402, -3.99253], [-0.61847, -3.92508, -5.32035], [-1.80118, -3.21286, -4.16702], [0.27875, -5.35920, -3.68666], [-1.39335, -5.27947, -2.99182], [-4.88041, 1.25357, -2.74118], [-4.81949, 0.85186, -1.62844], [-5.31975, 1.60624, -0.58598], [-4.91627, 1.00828, 0.67827], [-4.66469, -0.45536, 0.35519], [-4.19227, -0.41260, -1.07274], [-5.65330, 1.12273, 1.42291], [-3.97877, 1.52311, 1.06455], [-5.65588, -0.89820, 0.36209], [-4.04978, -1.03469, 1.03767], [-4.53547, -1.21624, -1.71434], [-3.13638, -0.34622, -1.18168], [2.98474, -1.76765, -2.62507], [3.13275, -2.81690, -2.08356], [3.25002, -3.97411, -2.72522], [3.39689, -5.13815, -1.86561], [3.99167, -4.48075, -0.62060], [3.23394, -3.15041, -0.61796], [4.11090, -5.82299, -2.33339], [2.38061, -5.57374, -1.70540], [5.07560, -4.32037, -0.74325], [3.84596, -5.07431, 0.27136], [3.77764, -2.36721, -0.06573], [2.30049, -3.44200, -0.17615], [-2.06159, -6.86366, -0.94886], [-2.50069, -5.84022, -0.44231], [-2.71892, -4.72280, -1.17978], [-3.18993, -3.66426, -0.33326], [-2.93597, -4.04942, 1.12561], [-2.91845, -5.60600, 1.03914], [-4.19567, -3.37379, -0.52058], [-2.59221, -2.76984, -0.49644], [-3.72981, -3.61931, 1.73360], [-1.91465, -3.74757, 1.39039], [-3.94416, -5.90556, 0.99537], [-2.34537, -6.19912, 1.73580], [-2.93067, 3.14045, -4.43950], [-2.62656, 3.35904, -3.31070], [-3.22057, 4.30011, -2.56971], [-2.75673, 4.43091, -1.24850], [-2.00477, 3.12541, -1.02438], [-1.56830, 2.70666, -2.46757], [-3.68099, 4.52159, -0.64051], [-2.11674, 5.35650, -1.16612], [-2.69642, 2.36202, -0.70568], [-1.14850, 3.13979, -0.29755], [-1.59637, 1.60456, -2.55954], [-0.55867, 3.08468, -2.64989], [-0.49675, 5.52011, 1.18758], [-0.77079, 4.82901, 2.13029], [-0.67509, 3.45604, 2.02388], [-1.10129, 2.85171, 3.26389], [-0.99846, 3.92042, 4.30279], [-1.27759, 5.12756, 3.47946], [-0.40939, 2.03432, 3.39684], [-2.10740, 2.49571, 3.14556], [0.03285, 3.90652, 4.71739], [-1.75249, 3.73374, 5.14138], [-0.85590, 5.98830, 3.93473], [-2.35218, 5.25482, 3.35564], [-0.80755, -4.98760, 3.53623], [0.37830, -4.92950, 3.55339], [0.99613, -4.77721, 4.69359], [2.40018, -4.38944, 4.46436], [2.68098, -4.68872, 2.94758], [1.26449, -4.90773, 2.38104], [2.99612, -4.88223, 5.20240], [2.37796, -3.30233, 4.71250], [3.18521, -5.64130, 2.91567], [3.20583, -3.86833, 2.43620], [1.10880, -5.78736, 1.76557], [1.03407, -4.07238, 1.76064], [6.45581, 1.72848, 5.79597], [5.50691, 1.27215, 5.25268], [5.50172, 0.89875, 3.90764], [4.18718, 0.27271, 3.57142], [3.34264, 0.29823, 4.81798], [4.03852, 1.19918, 5.82345], [4.41647, -0.71052, 3.11463], [3.70618, 0.94136, 2.81386], [3.10429, -0.69566, 5.22518], [2.44342, 0.77553, 4.49891], [3.99868, 0.83306, 6.84385], [3.68402, 2.19398, 5.83300], [-2.28577, -1.03027, 2.74442], [-2.22468, -1.49988, 3.85422], [-1.65243, -0.80732, 4.88174], [-1.70911, -1.55312, 6.16920], [-2.03634, -2.99347, 5.71862], [-2.89819, -2.71655, 4.46254], [-2.50012, -1.11476, 6.78921], [-0.70096, -1.39093, 6.67055], [-2.64479, -3.42538, 6.52814], [-1.14407, -3.61373, 5.53297], [-3.91380, -2.40254, 4.74835], [-2.88026, -3.54992, 3.75002], [1.33728, 3.69828, -1.74254], [1.91960, 4.64057, -2.11964], [3.18713, 4.78933, -1.75290], [3.86884, 5.71986, -2.67709], [2.77995, 6.17445, -3.68221], [1.47297, 5.71743, -3.05472], [4.61749, 5.16825, -3.19885], [4.17072, 6.49318, -2.10232], [2.94650, 5.68274, -4.66529], [2.86669, 7.24298, -3.77492], [0.63626, 5.30227, -3.58895], [1.03781, 6.53169, -2.49588], [1.68526, -1.75768, 2.63244], [1.12394, -1.13213, 1.70617], [1.51805, 0.15824, 1.50841], [0.72978, 0.73344, 0.41432], [-0.38019, -0.27322, 0.13805], [0.23681, -1.61170, 0.53009], [1.35731, 0.92844, -0.43023], [0.45239, 1.74160, 0.73245], [-0.61529, -0.29238, -0.92834], [-1.27816, -0.10501, 0.66300], [0.85583, -2.03746, -0.27793], [-0.42588, -2.43764, 0.79578]],
  "forces_ev_per_a": [[-0.2, -0.8, 0.8], [1.0, 0.7, 0.4], [-0.5, 0.0, -0.1], [0.3, 0.3, -2.0], [0.6, -0.1, 1.1], [-0.7, -0.9, 0.0], [0.0, 0.0, 0.3], [-0.4, 0.4, 0.2], [0.1, -0.4, -1.2], [0.3, 0.6, 0.2], [-0.3, 0.2, 0.0], [-0.3, 0.1, 0.4], [-0.1, 0.5, 0.8], [1.6, -1.0, -1.4], [-1.7, -0.9, 0.6], [0.8, 0.4, 0.0], [0.4, -1.4, 0.4], [0.5, 2.3, -0.8], [-0.4, 0.3, 0.4], [-0.6, -0.6, -0.2], [-0.3, 1.1, -0.1], [-0.2, -0.4, -0.2], [0.4, -0.2, 0.0], [-0.3, -0.3, 0.5], [-0.3, 0.1, 1.0], [-0.2, -0.5, -1.7], [0.1, 0.3, 0.5], [1.2, -0.2, 1.6], [-0.4, -0.8, -1.0], [0.0, -0.4, 1.1], [-0.8, 0.4, -1.0], [-0.1, 0.4, -0.1], [0.2, 0.7, -0.4], [0.3, -0.3, 0.4], [-0.1, 0.1, -0.4], [0.1, 0.1, -0.2], [-0.1, -0.4, 0.2], [1.0, 1.5, 0.0], [-1.1, -1.4, 2.1], [0.6, 0.7, -2.3], [1.0, 1.5, -0.6], [-1.1, -1.4, 0.9], [-0.2, -0.1, -0.2], [-0.2, -0.4, 0.2], [-0.3, 0.1, 0.0], [-0.8, -0.2, -0.1], [0.1, -0.3, 0.0], [0.8, 0.0, -0.3], [-0.1, 0.1, -0.8], [0.1, 0.5, 1.6], [0.3, -0.6, 0.5], [2.3, 0.4, -0.4], [-0.7, -0.2, -0.1], [-1.0, 0.1, -0.6], [-1.1, 0.4, 0.5], [-0.9, -0.4, -0.6], [-0.2, -0.4, 0.0], [0.3, 0.4, 0.2], [0.1, -0.3, 0.0], [1.0, 0.1, -0.1], [0.2, 0.6, -0.4], [-0.2, -0.8, 1.4], [-0.2, -1.1, -2.0], [0.0, 0.8, 0.3], [0.4, -0.1, -0.2], [1.6, 0.0, 0.9], [-0.5, 0.1, -0.1], [0.9, 0.2, -0.1], [-0.3, -0.1, -0.1], [-0.1, -0.1, 0.3], [-0.6, -0.2, -0.1], [-0.8, 0.7, 0.1], [-0.9, 1.9, 0.9], [1.0, -1.8, 0.0], [-0.5, 0.1, 0.6], [1.4, 0.7, 0.7], [0.6, -1.5, -0.6], [-0.1, 1.2, -1.8], [-1.1, -0.3, -0.5], [0.1, 0.0, -0.6], [0.4, -0.1, 0.3], [-0.5, 0.3, 0.4], [-0.8, -0.7, 0.4], [0.1, 0.2, 0.1], [-0.2, 0.0, -0.8], [0.7, 0.0, 0.8], [-1.2, 0.9, -1.3], [0.4, 0.3, 0.7], [1.5, -0.5, 0.0], [-0.1, -0.5, 1.5], [0.8, 0.1, 0.0], [-0.6, -1.0, 0.1], [-0.4, -0.2, 0.4], [-0.9, 0.3, -0.8], [0.1, 0.6, -0.3], [-0.3, 0.0, -0.3], [-0.1, 0.2, 0.5], [0.7, -1.3, -1.4], [-0.3, 1.0, 0.1], [0.8, -0.7, -0.6], [-0.2, -1.2, 1.9], [-0.7, 0.7, 0.7], [-0.1, -0.5, 0.3], [-0.6, -0.3, -0.2], [-0.8, 0.3, -0.2], [1.1, 0.4, -1.1], [0.2, 1.1, 0.0], [-0.2, 0.3, 0.1], [-2.2, -0.5, -0.4], [-0.4, 0.5, -0.4], [2.0, 0.0, 1.0], [-1.3, 1.6, -0.6], [-0.7, -0.3, 1.0], [1.4, 0.1, -0.3], [0.4, -0.6, 0.1], [0.4, -0.7, -0.5], [0.7, -0.1, -0.3], [-0.1, -0.5, 0.4], [0.2, -0.3, 0.0], [-0.6, 0.7, -0.4], [0.7, 0.0, 0.1], [-1.7, 0.2, -0.8], [-1.0, -0.4, 1.4], [1.3, 0.9, -1.1], [-0.6, -0.3, 0.5], [1.9, -1.5, -0.8], [-0.3, 0.5, 0.4], [0.6, -0.8, 0.6], [0.2, 0.3, -0.2], [-1.1, -0.1, 0.1], [0.3, -0.1, 0.0], [-0.5, 1.2, -0.1], [0.2, -0.5, 0.3], [-0.6, 0.9, 1.2], [0.3, -0.2, 0.3], [1.3, 0.2, -1.0], [-0.7, 0.6, 0.8], [1.1, -0.7, -0.2], [0.1, 0.0, -0.2], [-1.3, -0.3, -0.7], [0.3, -0.3, -0.4], [-0.5, 0.4, -0.1], [0.2, -0.2, -0.2], [-0.3, 0.2, 0.4], [-2.3, -2.5, 1.1], [1.4, 1.5, -0.4], [1.4, 0.8, -0.7], [-2.7, -2.5, -1.2], [0.3, -0.8, -0.9], [0.1, 0.2, 0.6], [0.8, -0.2, 0.0], [1.5, 2.4, 1.7], [0.0, 0.5, 0.6], [-0.3, 0.4, -0.3], [0.1, 0.0, -1.0], [-0.1, 0.2, 0.6], [-2.0, 1.1, -2.2], [3.0, -1.3, 1.3], [-1.2, -0.8, -0.5], [-0.1, 0.5, 0.9], [0.7, -0.5, -1.6], [0.5, 0.4, 1.0], [0.7, -0.5, -0.6], [-0.5, -0.3, 0.2], [0.0, 0.2, 0.0], [-1.0, 0.4, 0.9], [0.0, 0.6, 0.5], [-0.1, 0.4, 0.2]],
  "total_charge": 0,
  "gap_ev": 10.22,
  "spin_multiplicity": 1,
  "de_lowest_kcal_mol": 14.4,
  "mol_weight_g_mol": 1205.26
}

=====

Record 3
{
  "formula": "C3H6ClO2S",
  "method": "ωB97M-V/def2-TZVPD",
  "symbols": ["C", "C", "C", "O", "O", "S", "Cl", "H", "H", "H", "H", "H", "H"],
  "xyz": [[0.93712, -0.80447, -0.89651], [-0.94127, -0.00596, 0.53312], [-0.21901, -1.09770, -0.01477], [-0.70082, 1.72890, -4.07524], [-1.86378, -0.41761, -4.46035], [-1.32113, 0.53809, -3.43724], [0.13550, -2.32538, 1.29686], [1.72464, -1.50709, -0.85677], [0.63234, -0.93988, -1.94589], [1.44759, 0.09570, -0.77699], [-1.98585, -0.20564, 0.56560], [-0.66233, 0.88335, -0.08131], [-0.78589, 0.36796, 1.53578]],
  "forces_ev_per_a": [[-0.8, -2.2, -1.5], [-0.8, 2.9, -0.4], [2.5, -1.4, 1.4], [0.4, 0.8, 0.0], [-0.1, -0.2, 0.2], [-0.3, -0.5, -0.2], [-0.2, 0.1, -0.8], [0.7, -1.3, 0.6], [-0.2, 0.7, 0.1], [0.2, 2.1, 0.3], [-1.2, 0.1, -0.5], [-1.0, -0.5, 0.1], [0.9, -0.6, 0.7]],
  "total_charge": -1,
  "gap_ev": [7.83, 4.25],
  "spin_multiplicity": 1,
  "de_lowest_kcal_mol": 49.4,
  "mol_weight_g_mol": 141.60
}

=====

Record 4
{
  "formula": "C5H9BN2O2",
  "method": "ωB97M-V/def2-TZVPD",
  "symbols": ["C", "C", "N", "N", "C", "C", "C", "B", "O", "O", "H", "H", "H", "H", "H", "H", "H", "H", "H"],
  "xyz": [[0.06489, -2.68760, -0.04028], [0.63366, -1.29913, 0.04550], [1.87984, -1.03531, 0.21761], [2.10010, 0.24256, 0.11864], [0.97522, 0.99055, -0.05923], [1.03367, 2.44432, -0.01336], [-0.12355, -0.05923, -0.10590], [-1.62327, 0.10783, -0.06216], [-2.37737, -1.01371, -0.17111], [-2.13264, 1.37802, -0.01794], [0.04930, -2.75990, -1.16235], [0.69556, -3.47674, 0.22049], [-0.92040, -2.75124, 0.34104], [3.00081, 0.62916, 0.50789], [2.04237, 2.75800, -0.15246], [0.38381, 3.00599, -0.60910], [0.64615, 2.63686, 0.98388], [-3.26937, -0.77231, 0.14627], [-3.05875, 1.66188, -0.18744]],
  "forces_ev_per_a": [[0.5, 1.8, -2.9], [-2.0, 1.6, 0.6], [2.2, -2.9, 0.4], [0.3, 3.1, 0.6], [-2.4, -4.5, -0.4], [-0.2, -0.5, 1.6], [3.9, 1.8, 0.2], [0.5, 0.6, -1.0], [-1.7, -0.1, 0.7], [-1.0, 1.3, 0.1], [-0.7, -0.5, 0.7], [1.2, -1.0, 1.0], [-0.8, -0.2, 0.3], [-1.4, -0.7, -1.0], [0.7, 0.5, 0.1], [-0.9, 0.4, -1.5], [0.4, 0.7, 0.4], [0.3, -0.6, -0.4], [1.1, -0.9, 0.2]],
  "total_charge": 0,
  "smiles": "Cc1n[nH]c(C)c1B(O)O",
  "gap_ev": 8.73,
  "spin_multiplicity": 1,
  "de_lowest_kcal_mol": 0.0,
  "mol_weight_g_mol": 139.95
}